1.
{"formula": "NO4S2", "method": "ωB97M-V/def2-TZVPD", "homo_ev": [-4.52, -4.52], "e_lumo_ev": [1.31, 1.32], "charge": -1, "homo_lumo_gap_ev": [5.84, 5.84], "spin_multiplicity": 1, "species": ["O", "O", "S", "O", "N", "S", "O"], "positions_angstrom": [[-2.13, 0.37, -1.32], [1.99, 0.25, 2.73], [1.09, -0.31, 1.59], [0.16, 1.03, -1.44], [-0.33, -0.51, 1.90], [-0.77, -0.06, -1.35], [-0.51, -1.30, -2.05]], "nbo_charge": [-0.857, -1.010, 1.172, -0.843, -1.010, 2.393, -0.845]}


2.
{"formula": "C3H6O3", "method": "ωB97M-V/def2-TZVPD", "homo_ev": -9.86, "e_lumo_ev": 0.94, "smiles": "C1OCOCO1", "homo_lumo_gap_ev": 10.80, "spin_multiplicity": 1, "species": ["H", "O", "C", "H", "H", "H", "O", "H", "H", "O", "C", "C"], "positions_angstrom": [[-1.34, 0.18, 1.84], [-1.19, 0.21, -0.04], [-0.82, -0.37, 1.14], [-0.37, 0.82, -1.76], [-0.66, -1.44, 0.98], [0.86, 1.48, -0.15], [0.65, 0.05, 1.40], [-1.02, -0.91, -1.79], [2.37, 0.25, 0.01], [0.74, -0.56, -0.78], [-0.45, -0.15, -1.13], [1.23, 0.43, 0.27]], "nbo_charge": [0.204, -0.540, 0.216, 0.128, 0.188, 0.138, -0.575, 0.153, 0.205, -0.564, 0.236, 0.208]}


3.
{"formula": "C15H20BrMoN3O6S2", "method": "ωB97M-V/def2-TZVPD", "homo_ev": -22.48, "e_lumo_ev": -17.60, "charge": 4, "homo_lumo_gap_ev": 4.88, "spin_multiplicity": 1, "species": ["C", "C", "H", "C", "O", "H", "C", "H", "H", "H", "C", "H", "H", "H", "C", "H", "C", "C", "H", "H", "S", "C", "H", "H", "C", "O", "Br", "O", "O", "O", "O", "N", "H", "N", "S", "H", "C", "H", "C", "H", "C", "C", "C", "N", "H", "H", "Mo", "H"], "positions_angstrom": [[-2.74, 1.42, 0.00], [0.45, -0.89, -2.21], [5.84, 1.54, 4.12], [3.23, -0.66, 4.03], [0.69, -1.95, 3.50], [-1.31, 1.51, 1.50], [0.56, -1.30, -3.51], [-2.26, -0.72, -1.64], [2.80, -1.47, 4.61], [-4.55, -0.79, -0.90], [-3.79, -0.92, -0.12], [-4.60, 0.82, 0.82], [0.73, -1.61, -1.41], [-3.26, 0.20, 1.69], [4.34, 1.47, 2.57], [-0.32, 1.71, -4.88], [3.20, 0.85, 2.12], [-0.19, 1.31, -2.79], [-1.75, -1.28, 1.11], [-4.17, -1.71, 0.53], [2.66, 1.40, 0.55], [2.63, -0.24, 2.87], [-0.93, -2.31, 0.19], [4.88, -0.36, 5.40], [0.24, -0.34, -4.49], [2.31, 0.09, -0.22], [-0.50, 3.07, -2.30], [1.16, 1.81, 0.59], [0.13, 0.10, 2.13], [3.50, 2.32, -0.07], [1.10, -1.61, 1.08], [-1.29, 1.42, 0.48], [-0.88, 2.30, 0.15], [-1.35, -1.38, 0.17], [1.11, -1.04, 2.53], [4.80, 2.27, 2.01], [4.95, 1.04, 3.77], [-2.74, 1.34, -1.09], [-3.62, 0.38, 0.67], [0.29, -0.61, -5.54], [-2.52, -1.37, -0.81], [-0.12, 0.95, -4.13], [4.41, -0.02, 4.48], [0.06, 0.36, -1.84], [-3.07, 2.43, 0.25], [0.89, -2.30, -3.76], [0.36, 0.00, 0.13], [-2.61, -2.39, -1.20]], "nbo_charge": [-0.230, 0.005, 0.297, -0.092, -0.712, 0.452, -0.157, 0.197, 0.293, 0.284, -0.443, 0.310, 0.283, 0.217, -0.068, 0.315, -0.423, 0.151, 0.454, 0.269, 2.364, -0.321, 0.454, 0.297, 0.022, -0.763, 0.331, -0.777, -0.790, -0.708, -0.783, -0.707, 0.457, -0.746, 2.350, 0.294, -0.106, 0.222, -0.460, 0.309, -0.221, -0.215, -0.104, -0.469, 0.281, 0.312, 1.802, 0.273]}


4.
{"formula": "C3H8N3S", "method": "ωB97M-V/def2-TZVPD", "s2": 2.006, "homo_ev": [-10.13, -14.15], "e_lumo_ev": [-3.19, -7.20], "charge": 1, "homo_lumo_gap_ev": [6.94, 6.96], "spin_multiplicity": 3, "species": ["H", "N", "N", "S", "H", "H", "C", "N", "H", "C", "H", "C", "H", "H", "H"], "positions_angstrom": [[1.91, 0.39, -1.44], [0.41, 0.69, 0.06], [1.23, 1.17, 1.05], [-1.45, 0.45, 1.86], [1.20, -1.93, -1.59], [-1.24, -2.11, -0.20], [-0.78, 0.14, 0.34], [-0.33, -1.61, 0.04], [-1.49, 0.15, -0.43], [1.10, -0.02, -0.99], [1.90, 0.50, 1.48], [0.64, -1.25, -1.02], [1.52, 2.02, 0.83], [0.12, -2.02, 0.79], [-0.29, 0.94, 2.28]], "nbo_charge": [0.229, -0.194, -0.644, 0.144, 0.218, 0.445, -0.033, -0.655, 0.233, -0.103, 0.388, -0.002, 0.389, 0.411, 0.173]}


5.
{"formula": "C14H25N3O3", "method": "ωB97M-V/def2-TZVPD", "homo_ev": -8.97, "e_lumo_ev": 0.80, "smiles": "CCOC(=O)N1CCN(C(=O)NC2CCCCC2)CC1", "homo_lumo_gap_ev": 9.77, "spin_multiplicity": 1, "species": ["H", "C", "C", "H", "H", "H", "H", "H", "C", "H", "O", "H", "C", "C", "C", "H", "H", "C", "H", "H", "H", "H", "C", "C", "H", "H", "C", "H", "H", "O", "H", "H", "N", "N", "C", "H", "H", "O", "C", "C", "H", "H", "C", "N", "H"], "positions_angstrom": [[2.41, 1.06, 1.20], [-0.27, 0.21, 3.00], [0.50, -0.88, 0.99], [3.35, -0.15, -1.84], [0.25, 0.22, -3.96], [-0.72, -0.83, -1.93], [-4.35, 0.60, -0.19], [-3.93, -1.47, 1.08], [2.48, -2.13, -1.75], [0.83, 3.33, 1.64], [-2.59, 0.88, 0.78], [-0.96, -0.63, 2.90], [-3.35, 0.17, -0.19], [1.10, -1.73, -1.22], [0.63, 2.36, 1.19], [-0.61, 2.34, 3.45], [-2.37, -1.69, 0.29], [2.25, -0.52, -3.66], [0.62, -2.60, -0.76], [2.73, 0.30, -4.20], [-2.07, 1.46, 2.94], [3.11, -2.43, -0.91], [3.15, -0.99, -2.52], [-3.38, -1.31, 0.16], [1.87, 1.56, 2.80], [2.11, -1.35, -4.36], [-1.00, 1.56, 2.78], [2.36, -2.99, -2.41], [-2.89, 0.33, -1.18], [-0.27, -1.81, 1.19], [1.59, 0.13, -0.42], [0.76, 2.44, 0.11], [1.24, -0.77, -0.14], [-0.76, 2.01, 1.42], [0.22, -1.20, -2.35], [0.19, 0.18, 3.99], [4.11, -1.33, -2.91], [-1.06, 1.48, -0.77], [-1.44, 1.43, 0.38], [0.90, -0.07, -3.13], [1.01, 0.80, -2.49], [-0.01, -2.02, -3.02], [1.52, 1.25, 1.80], [0.75, 0.05, 1.99], [-3.86, -1.87, -0.64]], "nbo_charge": [0.216, -0.241, 0.800, 0.182, 0.213, 0.225, 0.181, 0.205, -0.401, 0.200, -0.525, 0.254, -0.073, -0.055, -0.241, 0.194, 0.250, -0.399, 0.240, 0.205, 0.239, 0.213, -0.399, -0.644, 0.203, 0.192, -0.240, 0.202, 0.209, -0.682, 0.392, 0.239, -0.647, -0.447, -0.402, 0.192, 0.211, -0.672, 0.903, -0.404, 0.196, 0.199, -0.242, -0.452, 0.211]}


6.
{"formula": "C33H70NO12", "method": "ωB97M-V/def2-TZVPD", "homo_ev": -10.75, "e_lumo_ev": -3.63, "charge": 1, "homo_lumo_gap_ev": 7.12, "spin_multiplicity": 1, "species": ["H", "H", "C", "H", "H", "C", "O", "O", "O", "H", "H", "H", "H", "H", "O", "H", "H", "H", "C", "H", "C", "H", "C", "H", "H", "H", "C", "H", "C", "H", "H", "H", "N", "O", "H", "H", "H", "C", "C", "C", "O", "C", "O", "H", "O", "H", "C", "H", "C", "C", "C", "C", "H", "H", "H", "H", "C", "C", "H", "O", "H", "H", "C", "C", "H", "C", "C", "H", "H", "H", "H", "H", "C", "H", "H", "O", "H", "C", "H", "H", "C", "H", "H", "H", "H", "C", "H", "C", "H", "H", "H", "H", "H", "C", "C", "H", "H", "H", "H", "O", "H", "H", "H", "H", "H", "C", "O", "H", "H", "H", "C", "H", "C", "H", "H", "C"], "positions_angstrom": [[-8.73, 0.47, 5.34], [-4.03, 0.40, -1.16], [-0.09, 4.46, -1.92], [-10.45, -1.77, 1.65], [-0.12, 5.41, -1.38], [0.33, -1.17, 2.73], [-8.75, -0.64, 1.83], [-0.89, -0.37, 2.82], [-1.24, 3.70, -1.61], [-8.53, 1.67, 4.05], [-8.04, -0.51, 2.48], [-10.66, 4.33, 4.56], [0.14, 0.56, -3.18], [1.88, -1.07, -5.18], [2.72, -4.99, -1.35], [6.75, 1.84, -3.04], [2.53, -1.97, 7.46], [0.06, -2.06, 2.04], [2.37, -1.60, -3.04], [4.70, -4.75, 0.72], [-3.24, -0.11, -1.80], [-9.10, -2.55, 2.52], [-1.91, 0.63, -2.13], [-1.80, 1.70, -1.72], [5.00, -1.10, 1.31], [-6.03, 0.13, 2.14], [-2.27, -2.26, -3.24], [2.92, 2.51, -1.87], [0.16, -2.27, -4.42], [-7.73, 4.67, 0.98], [1.98, -0.48, 6.66], [9.01, 3.75, -1.21], [2.61, -2.62, -2.02], [9.23, 2.90, -0.82], [5.87, -5.94, -0.06], [3.20, -0.74, 3.19], [-6.52, -0.08, 5.04], [4.15, -5.27, -1.45], [-9.64, -1.61, 2.36], [1.65, -1.38, 7.19], [-5.34, 1.11, 0.47], [3.28, 0.36, -1.45], [-7.14, 4.20, 0.39], [-4.88, -0.77, 1.13], [-0.25, -3.22, -5.17], [5.30, 3.33, -1.58], [5.66, 1.50, -2.87], [-8.38, 4.58, -1.22], [3.51, -0.74, -0.36], [5.18, 2.18, -1.50], [2.86, -1.03, 2.12], [-7.92, 3.73, -0.70], [-10.05, -1.26, 3.31], [1.48, 0.78, 2.20], [3.32, 2.22, -0.09], [4.68, -4.29, -1.74], [3.62, 1.92, -1.16], [2.28, -4.06, -2.34], [4.13, -6.53, 0.44], [-10.21, 2.99, 6.06], [4.19, 0.63, 1.38], [6.21, 0.50, -0.42], [-8.02, 1.14, 4.85], [4.75, -5.66, 0.01], [-2.51, -3.30, -3.62], [-10.79, 3.27, 4.80], [-0.91, -1.51, -3.54], [1.07, -0.34, 0.80], [-7.27, 3.19, -1.40], [0.75, -1.50, 3.74], [4.42, -6.05, -2.25], [1.17, -4.18, -2.58], [1.44, -0.32, 1.88], [-4.39, -2.09, -2.14], [2.30, -2.88, -4.88], [6.02, -0.77, -4.91], [10.80, 2.65, -2.14], [-0.79, -0.07, -2.98], [6.57, -0.27, -6.82], [11.20, 3.45, -0.59], [-3.40, -1.57, -2.39], [-7.64, 1.86, 5.58], [10.88, 1.70, -0.63], [-11.86, 3.03, 4.82], [5.89, -1.90, -6.63], [4.04, -0.47, 1.13], [7.18, 2.10, -0.53], [-5.12, 0.21, 1.54], [-4.29, 0.56, 2.16], [-1.60, -0.84, 2.32], [1.11, -1.10, 8.10], [-2.01, 4.21, -1.89], [0.05, -1.61, 6.12], [1.73, -1.96, -4.48], [2.71, -0.09, -2.82], [5.04, 1.83, -3.79], [0.80, 3.90, -1.61], [2.87, -4.31, -3.31], [5.79, 1.96, 0.73], [-6.95, 0.38, 4.31], [7.54, -1.55, -6.06], [-0.04, 4.65, -2.99], [-10.30, 2.67, 4.04], [2.56, 0.71, -3.62], [5.69, 0.36, -2.82], [3.15, -2.20, -0.72], [0.82, -2.15, 6.35], [-5.55, 1.97, 0.86], [-10.66, 3.53, 6.72], [2.84, -2.18, 2.06], [6.53, -1.15, -6.18], [6.00, -1.57, -4.36], [10.61, 2.66, -1.06], [-8.69, 3.05, -0.33], [3.31, -3.01, 0.07], [6.15, 1.64, -0.33]], "mulliken_charge": [0.358, 0.462, -0.340, 0.239, 0.292, -0.452, -0.450, -0.505, -0.454, 0.143, 0.225, 0.250, 0.265, 0.429, -0.375, 0.417, 0.219, 0.269, 0.318, 0.149, -0.336, 0.252, -0.515, 0.382, 0.334, -0.279, -0.604, 0.213, 0.422, 0.291, 0.250, 0.268, 0.810, -0.491, 0.351, 0.423, 0.246, -0.194, -0.619, -0.561, -0.472, 0.746, -0.507, 0.259, -0.568, 0.361, -1.046, 0.304, 0.532, 0.358, -0.721, -0.495, 0.240, 0.295, 0.482, 0.182, -1.264, -0.510, 0.278, -0.483, 0.125, 0.091, -0.679, -0.904, 0.334, -0.434, 0.626, -0.038, 0.187, 0.191, 0.368, 0.240, -0.007, 0.325, 0.314, -0.377, 0.256, -0.006, 0.241, 0.235, -0.603, 0.385, 0.237, 0.267, 0.247, -0.547, 0.210, 0.022, 0.295, 0.327, 0.291, 0.274, 0.294, -0.972, -0.665, 0.222, -0.061, 0.429, 0.228, -0.431, 0.275, 0.285, 0.149, 0.438, 0.108, -0.714, -0.500, 0.211, 0.291, 0.276, -0.628, 0.225, -0.552, 0.234, 0.000, -0.710]}


Looking at relative energy (zero: lowest compared OMol25 entry of this formula, charge and spin) for the records above, in order, we have 2.144; 3.395; 0.479; 3.621; 0.000; 11.121 eV.